Record 1
Entry from the OMol25 dataset: a 2-piece molecular cluster, C9H14O overall (ωB97M-V with the def2-TZVPD basis set).

Positions of all 24 atoms, in Å:
C (-2.796, -0.806, 1.912)
C (-1.884, -0.093, 0.951)
C (-0.975, -0.740, 0.125)
C (-0.085, 0.013, -0.630)
C (-0.085, 1.395, -0.565)
O (0.736, 2.015, -1.476)
C (-0.942, 2.075, 0.295)
C (-1.809, 1.294, 1.046)
H (-2.790, -0.342, 2.892)
H (-2.598, -1.866, 2.016)
H (-3.846, -0.705, 1.620)
H (-0.891, -1.816, 0.049)
H (0.555, -0.448, -1.365)
H (0.811, 2.962, -1.291)
H (-0.853, 3.138, 0.405)
H (-2.556, 1.845, 1.610)
C (2.877, -2.083, -0.025)
C (3.523, -1.942, -1.430)
H (3.548, -1.637, 0.715)
H (1.985, -1.458, 0.023)
H (2.645, -3.105, 0.233)
H (2.695, -2.164, -2.110)
H (4.304, -2.691, -1.544)
H (3.825, -0.916, -1.596)

The calculation puts the HOMO energy at -8.39 eV. Its net charge is 0. For the frontier orbital gap, the calculation gives 9.2 eV.

***

Record 2
Entry from the OMol25 dataset: C53H55BaIN10O5S2 as an isolated structure (ωB97M-V with the def2-TZVPD basis set).

Positions of all 127 atoms, in Å:
Ba (0.166, 0.056, 0.667)
C (4.526, 0.846, 1.322)
C (4.171, -0.176, 2.358)
N (4.995, -0.323, 3.368)
C (4.720, -1.214, 4.321)
C (3.590, -2.010, 4.324)
C (3.319, -2.916, 5.501)
O (3.952, -4.185, 5.408)
C (2.692, -1.885, 3.255)
C (1.428, -2.562, 3.097)
N (1.052, -3.759, 3.287)
C (1.600, -4.973, 3.366)
C (1.162, -5.865, 4.371)
C (1.523, -7.191, 4.371)
C (2.322, -7.704, 3.357)
C (2.759, -6.859, 2.350)
C (2.418, -5.522, 2.354)
I (3.148, -4.287, 0.786)
C (2.969, -0.945, 2.199)
O (2.236, -0.856, 1.174)
H (5.388, 1.421, 1.653)
H (4.768, 0.351, 0.381)
H (3.694, 1.519, 1.128)
H (5.447, -1.280, 5.124)
H (3.732, -2.468, 6.412)
H (2.235, -3.053, 5.628)
H (3.577, -4.638, 4.643)
H (0.647, -1.909, 2.698)
H (0.520, -5.464, 5.142)
H (1.166, -7.840, 5.160)
H (2.609, -8.746, 3.356)
H (3.374, -7.245, 1.550)
C (-1.811, 0.394, -2.620)
C (-2.902, 1.225, -2.017)
C (-3.910, 1.775, -2.831)
C (-4.916, 2.502, -2.253)
C (-4.929, 2.689, -0.857)
C (-5.934, 3.426, -0.213)
C (-5.910, 3.550, 1.159)
C (-4.906, 2.966, 1.904)
C (-3.854, 2.249, 1.320)
S (-2.632, 1.635, 2.320)
C (-3.862, 2.097, -0.111)
N (-2.897, 1.395, -0.712)
H (-1.841, 0.456, -3.709)
H (-1.919, -0.645, -2.301)
H (-0.845, 0.725, -2.249)
H (-3.880, 1.623, -3.904)
H (-5.712, 2.936, -2.853)
H (-6.742, 3.854, -0.794)
H (-6.679, 4.126, 1.661)
H (-4.920, 3.048, 2.980)
N (-3.896, 5.949, -0.189)
C (-2.733, 5.189, -0.027)
C (-2.057, 4.698, -1.143)
C (-0.899, 3.965, -0.983)
C (-0.393, 3.710, 0.277)
C (-1.045, 4.205, 1.390)
C (-2.200, 4.951, 1.237)
S (1.064, 2.663, 0.362)
O (0.846, 1.684, -0.693)
O (2.235, 3.479, 0.131)
N (1.023, 1.856, 1.711)
C (1.304, 2.252, 2.923)
N (1.722, 3.514, 3.170)
C (1.947, 3.831, 4.423)
C (1.745, 2.960, 5.482)
C (1.328, 1.683, 5.125)
N (1.124, 1.317, 3.886)
H (-4.408, 5.670, -1.017)
H (-4.492, 5.923, 0.630)
H (-2.465, 4.867, -2.130)
H (-0.385, 3.545, -1.833)
H (-0.664, 3.985, 2.375)
H (-2.730, 5.303, 2.111)
H (2.303, 4.848, 4.584)
H (1.899, 3.252, 6.511)
H (1.157, 0.912, 5.870)
C (1.377, 1.207, -8.344)
C (2.737, 1.698, -7.848)
N (2.930, 1.390, -6.442)
C (2.841, 2.458, -5.469)
C (1.417, 2.937, -5.198)
C (3.208, 0.102, -6.114)
O (3.420, -0.744, -6.969)
C (3.186, -0.227, -4.655)
C (4.339, -0.329, -3.882)
C (4.213, -0.672, -2.546)
C (2.945, -0.902, -2.022)
N (1.852, -0.848, -2.766)
C (1.970, -0.527, -4.038)
H (1.242, 1.456, -9.395)
H (0.573, 1.656, -7.766)
H (1.329, 0.127, -8.231)
H (2.836, 2.778, -7.988)
H (3.524, 1.191, -8.419)
H (3.454, 3.297, -5.826)
H (3.271, 2.096, -4.535)
H (0.985, 3.421, -6.073)
H (1.436, 3.649, -4.377)
H (0.790, 2.099, -4.903)
H (5.308, -0.132, -4.326)
H (5.090, -0.756, -1.921)
H (2.780, -1.136, -0.980)
H (1.048, -0.509, -4.606)
C (-5.597, -1.183, 1.707)
N (-4.669, -2.060, 1.027)
C (-4.770, -1.879, -0.406)
C (-3.292, -1.842, 1.477)
C (-2.366, -2.893, 0.912)
C (-2.819, -4.210, 0.976)
C (-2.099, -5.234, 0.396)
C (-0.917, -4.924, -0.252)
C (-0.448, -3.617, -0.256)
C (-1.131, -2.542, 0.336)
H (-6.619, -1.468, 1.437)
H (-5.449, -0.118, 1.459)
H (-5.477, -1.295, 2.784)
H (-5.780, -2.137, -0.735)
H (-4.052, -2.539, -0.888)
H (-4.554, -0.844, -0.712)
H (-3.292, -1.899, 2.572)
H (-2.916, -0.854, 1.170)
H (-3.748, -4.424, 1.489)
H (-2.466, -6.254, 0.429)
H (-0.361, -5.710, -0.745)
H (0.490, -3.410, -0.757)

The calculation puts the HOMO energy at -1.54 eV. Its net charge is -2. For the frontier orbital gap, the calculation gives 5.1 eV.

***

Record 3
Entry from the OMol25 dataset: a 2-piece molecular cluster, C5H14OS overall (ωB97M-V with the def2-TZVPD basis set).

Positions of all 21 atoms, in Å:
C (-0.415, 1.504, 2.074)
C (-0.838, 0.969, 0.689)
C (0.390, 0.557, -0.172)
C (1.131, -0.646, 0.340)
S (0.150, -2.166, -0.022)
C (0.816, -2.578, -1.690)
H (-0.041, 2.520, 2.082)
H (0.385, 0.866, 2.433)
H (-1.236, 1.441, 2.783)
H (-1.572, 0.159, 0.739)
H (-1.431, 1.729, 0.224)
H (0.149, 0.376, -1.285)
H (0.874, 1.532, -0.447)
H (1.142, -0.687, 1.453)
H (2.074, -0.625, -0.244)
H (1.634, -1.965, -2.061)
H (1.247, -3.595, -1.625)
H (-0.060, -2.416, -2.353)
O (-1.174, 3.696, -0.784)
H (-1.067, 3.922, -1.734)
H (-0.829, 2.789, -0.932)

The calculation puts the HOMO energy at -8.58 eV. Its net charge is 0. For the frontier orbital gap, the calculation gives 9.3 eV.